(1)
58
Properties=species:S:1:pos:R:3 method="wB97M-V/def2-TZVPD" max_force_ev_per_a=0.954 homo_ev=-7.94 smiles="CCN(CC)CCCNc1cc2n(c(=O)n1)CCc1cc(OC)c(OC)cc1-2" charge=0 spin_multiplicity=1
C -8.5355 0.0182 0.0454
H -8.6155 -0.5054 0.9942
H -9.5396 0.2655 -0.2915
H -8.0805 -0.6448 -0.6863
C -7.7142 1.3057 0.1944
N -6.3040 1.1676 0.4847
C -5.9646 0.7145 1.8216
H -6.7373 1.0962 2.4934
C -5.8093 -0.7954 2.0423
H -5.6503 -0.9828 3.1017
H -4.9534 -1.1865 1.4987
H -6.6958 -1.3383 1.7276
H -5.0223 1.1993 2.1032
C -5.5209 0.5915 -0.5899
H -5.5838 -0.5067 -0.6331
C -4.0503 0.9977 -0.4899
H -3.5877 0.5258 0.3765
H -3.9904 2.0815 -0.3672
C -3.2746 0.5611 -1.7343
N -1.8696 0.8742 -1.6370
C -0.9889 0.0333 -1.0532
N -1.4057 -1.1703 -0.7287
C -0.5771 -2.0826 -0.2023
O -0.9064 -3.2053 0.1143
N 0.7846 -1.6909 -0.0042
C 1.2302 -0.4508 -0.3145
C 0.3540 0.4524 -0.8541
H 0.6699 1.4357 -1.1563
C 2.6475 -0.1572 -0.0910
C 3.5599 -1.2081 -0.0635
C 4.9141 -0.9442 0.0876
C 5.3783 0.3526 0.2310
C 4.4497 1.4211 0.2369
C 3.1060 1.1535 0.0715
H 2.3890 1.9569 0.0911
O 4.9876 2.6590 0.4128
C 4.1230 3.7664 0.4372
H 3.5843 3.8790 -0.5098
H 4.7627 4.6337 0.5910
H 3.4026 3.6990 1.2596
O 6.6784 0.7075 0.3843
C 7.6547 -0.3046 0.3940
H 8.6066 0.2085 0.5201
H 7.5062 -1.0001 1.2266
H 7.6666 -0.8623 -0.5482
H 5.6022 -1.7747 0.0949
C 3.0282 -2.6057 -0.1904
C 1.6976 -2.6690 0.5473
H 1.2098 -3.6418 0.4470
H 1.8524 -2.4627 1.6141
H 3.7264 -3.3292 0.2302
H 2.8750 -2.8532 -1.2457
H -1.6020 1.8420 -1.7237
H -3.6768 1.0471 -2.6276
H -3.3437 -0.5224 -1.8432
H -5.9252 0.9824 -1.5288
H -8.1527 1.9161 0.9899
H -7.7910 1.8775 -0.7368

(2)
58
Properties=species:S:1:pos:R:3 method="wB97M-V/def2-TZVPD" max_force_ev_per_a=1.367 homo_ev=-8.76 smiles="O=C(CCc1nnc(CCCCc2ccccc2)o1)N1CCN(CCO)CC1" charge=0 spin_multiplicity=1
O -0.1866 -1.6615 -2.3480
C -1.2254 -1.9830 -1.7974
N -2.2235 -1.0941 -1.5998
C -3.4461 -1.2955 -0.8588
H -3.7343 -2.3440 -0.8386
C -3.2810 -0.7423 0.5589
N -2.9911 0.6828 0.4744
C -1.7635 0.8880 -0.2823
C -1.9112 0.3187 -1.6930
H -0.9761 0.4263 -2.2433
H -2.7194 0.8271 -2.2271
H -1.5604 1.9573 -0.3459
H -0.9086 0.3953 0.2099
C -2.9410 1.3182 1.7843
H -3.7213 0.8701 2.4038
C -3.2475 2.8121 1.6378
O -4.4366 3.0051 0.9165
H -4.4303 2.3380 0.2143
H -3.3876 3.2679 2.6207
H -2.4142 3.3282 1.1373
H -1.9723 1.1710 2.2849
H -4.2117 -0.8771 1.1152
H -2.4697 -1.2897 1.0641
H -4.2352 -0.7345 -1.3724
C -1.4343 -3.4254 -1.3367
C -0.0782 -3.9500 -0.8640
C 0.4214 -3.0691 0.2188
N -0.2715 -2.2561 0.9467
N 0.5933 -1.6289 1.7779
C 1.7699 -2.0924 1.5190
O 1.7308 -3.0206 0.5343
C 3.0648 -1.7028 2.1203
H 2.9250 -1.5341 3.1887
H 3.7675 -2.5237 1.9698
C 3.6017 -0.4242 1.4590
C 2.8204 0.8105 1.8962
H 2.9652 0.9621 2.9683
H 1.7554 0.6424 1.7251
C 3.2686 2.0719 1.1445
C 2.8291 2.0388 -0.2917
C 1.5489 2.4539 -0.6365
C 1.1171 2.4004 -1.9491
C 1.9567 1.9153 -2.9369
C 3.2346 1.5011 -2.6056
C 3.6688 1.5691 -1.2932
H 4.6746 1.2591 -1.0447
H 3.8969 1.1259 -3.3722
H 1.6174 1.8636 -3.9606
H 0.1249 2.7434 -2.2052
H 0.8907 2.8301 0.1344
H 2.8320 2.9442 1.6354
H 4.3560 2.1570 1.2030
H 4.6527 -0.3066 1.7314
H 3.5429 -0.5311 0.3738
H -0.1591 -4.9778 -0.5009
H 0.6451 -3.9226 -1.6814
H -1.7984 -4.0236 -2.1735
H -2.1363 -3.4843 -0.5100